ORCA calculation (the ωB97M-V functional and the def2-TZVPD basis) on a structure of composition BrCa2 in a non-equilibrium geometry.

Atoms and positions in Å:
Ca  1.21928  -2.16735  0.26741
Ca  -0.88743  1.92418  -1.31090
Br  -0.33185  0.24317  1.04348

Cartesian forces, eV/Å:
Ca -0.2 0.2 0.7
Ca -0.2 0.2 0.7
Br 0.5 -0.3 -1.4

Output
charge = +3
energy relative to the best compared isomer or geometry (same formula, charge and spin) = 73.5 kJ/mol
frontier orbital gap = 0.3305 Eh
HOMO energy = -22.3 eV
energy = -106890.911 eV

Atomic partial charges in e from the Mulliken method, atoms 1 to 2: Ca 1.766; Ca 1.762